1.
Entry from OMol25: a molecular structure, C12H15MnN6S3 (the ωB97M-V functional and the def2-TZVPD basis).

LUMO (alpha / beta) = -8.58 / -7.86 eV
HOMO-LUMO gap (alpha / beta) = 5.9043 / 6.6350 eV
Net charge = +2
Multiplicity = 5

```
37
Properties=species:S:1:pos:R:3:forces:R:3:nbo_charge:R:1
H 1.014748 -4.372327 -1.284435 0.019 -0.064 0.042 0.24
H 1.844902 -2.770762 3.843843 0.026 -0.003 0.006 0.22
C 2.223818 -1.870561 -0.604938 0.009 0.163 -0.041 -0.07
C 1.952007 -4.348397 -1.834000 -0.026 0.089 0.088 -0.75
C 0.416952 -0.475180 3.998098 0.026 -0.063 -0.064 0.16
H 3.570402 1.650184 -0.400752 -0.028 0.059 -0.079 0.26
C 1.675896 -0.788132 4.735643 -0.070 -0.172 -0.020 -0.46
C 1.806388 3.866375 -0.166775 0.138 0.238 0.004 -0.17
H 2.861021 -2.512385 5.267287 -0.010 -0.001 0.007 0.25
C -0.520860 4.313611 0.184224 -0.050 0.024 0.013 -0.21
N -3.164454 0.049501 3.005954 -0.023 -0.048 0.016 -0.75
H -1.701793 2.546715 0.548042 0.000 -0.001 0.065 0.22
H 2.499287 -0.327749 4.190928 0.009 0.048 0.007 0.25
S 3.154814 -3.240147 -1.057706 0.016 -0.141 -0.089 0.45
H -3.554833 0.043838 2.077102 0.026 0.014 -0.008 0.43
S -1.146548 -0.413598 4.747206 -0.011 -0.020 0.159 0.50
C 1.537918 2.535219 0.026372 0.098 -0.294 -0.102 0.13
S 0.481548 -1.976565 -0.321138 0.036 0.073 0.112 -0.10
C 1.885248 -2.310410 4.830810 -0.042 0.081 0.026 -0.60
H 1.636621 -0.350822 5.733180 0.025 0.059 -0.021 0.25
N 0.286881 2.078993 0.275820 -0.026 0.166 0.371 -0.57
C 0.751900 4.775234 -0.087944 0.065 0.036 -0.048 -0.09
H -3.809163 -0.025951 3.775973 -0.014 -0.011 -0.016 0.44
C -0.716723 2.950977 0.357491 0.048 -0.044 0.005 0.10
N -0.952090 -0.107515 2.247062 0.284 -0.125 -0.230 -0.48
Mn 0.347401 0.051099 0.712678 -0.383 -0.101 -0.981 1.43
H 1.130285 -2.775567 5.464675 -0.001 0.001 -0.025 0.22
H -1.358912 4.990609 0.269500 -0.005 -0.014 -0.069 0.26
N 2.097589 0.269026 -0.075601 0.258 -0.568 -0.331 -0.30
H 1.788955 -4.041439 -2.863042 -0.022 -0.006 -0.005 0.25
N 2.899620 -0.765589 -0.466665 -0.134 -0.016 0.187 -0.33
H 2.402059 -5.337940 -1.811488 0.033 0.013 0.008 0.27
N 0.342294 -0.305732 2.722625 -0.282 0.148 0.899 -0.40
H 2.817049 4.188327 -0.381759 -0.042 0.029 -0.010 0.26
H 0.928480 5.829163 -0.257525 0.017 -0.005 0.059 0.26
C 2.531285 1.470268 -0.144773 0.068 0.524 -0.022 0.14
C -1.859692 -0.134872 3.191231 -0.036 -0.067 0.088 0.29
```
Forces are in eV/Å.


2.
Entry from OMol25: a molecular structure, C22H28N6Na (the ωB97M-V functional and the def2-TZVPD basis).

LUMO = -3.35 eV
HOMO-LUMO gap = 6.5178 eV
Net charge = +1

```
57
Properties=species:S:1:pos:R:3:forces:R:3:nbo_charge:R:1
H 3.719492 0.693889 0.946390 -0.019 -0.012 -0.028 0.22
H 3.010871 2.376441 3.402551 0.090 0.045 0.152 0.43
C -3.752289 -3.439207 -1.010326 0.173 0.167 0.049 -0.09
C -5.521813 -1.997069 -1.745380 -0.017 -0.178 0.020 -0.17
C 1.857967 0.137346 -2.130522 -0.155 -0.054 0.145 -0.23
H 0.694455 -0.264057 3.823178 0.036 0.026 0.077 0.23
H 0.377790 2.518822 0.780266 0.059 0.087 -0.040 0.28
H 2.111011 -0.899333 -1.894491 0.052 0.028 -0.063 0.17
H -1.174570 -0.006641 2.426292 -0.038 0.075 0.015 0.37
N 3.248572 2.850815 2.532456 -0.092 -0.097 -0.080 -0.68
C 2.467761 2.136497 -3.315407 -0.225 -0.285 0.232 -0.22
N -2.503603 0.081602 -1.148821 0.033 -0.089 0.139 -0.85
H 2.208762 -1.695245 0.996503 0.054 -0.016 0.117 0.38
H 3.610990 0.320256 -3.372002 -0.012 0.010 -0.011 0.22
Na -0.270055 -0.710236 -0.000742 0.324 -0.092 0.477 0.84
C -1.964274 -4.823706 -0.195897 -0.119 -0.104 -0.012 -0.27
N 1.575495 -1.281803 1.677351 0.221 -0.182 -0.037 -0.85
H -0.424591 2.547483 -1.630805 0.001 0.058 -0.057 0.18
C 1.311882 2.741867 -2.823531 0.149 0.140 -0.111 -0.17
C -3.241363 -4.709490 -0.666644 0.106 0.019 0.018 -0.10
H -2.919251 0.899365 -1.569926 0.045 0.063 -0.008 0.38
C 2.359481 2.299612 1.417410 -0.280 -0.136 -0.236 -0.03
H 3.107851 -0.431816 2.885225 -0.056 -0.026 -0.013 0.18
C 2.663049 0.836147 1.192483 0.165 -0.065 0.149 -0.49
C 1.240958 0.529125 3.306373 -0.068 -0.031 -0.279 -0.41
N -1.618120 -2.456010 -0.388002 -0.182 -0.451 -0.093 -0.52
N -0.677582 0.653245 1.833535 -0.400 0.334 0.247 -0.86
C 0.466978 2.027896 -1.986480 -0.077 -0.099 0.306 -0.31
H 1.776747 1.055361 4.105484 0.035 0.001 -0.001 0.19
C 0.890702 2.537784 1.743935 -0.046 -0.078 0.121 -0.45
C 2.220990 -0.123311 2.314566 -0.028 0.138 0.125 -0.06
H -3.875124 -5.580065 -0.782293 -0.001 -0.005 0.023 0.23
N 4.137610 3.403760 -4.817330 -0.043 0.009 0.050 -0.31
H 0.754338 3.539079 2.162633 -0.029 0.002 -0.032 0.22
H -6.541925 -1.839435 -2.069220 0.007 -0.007 -0.007 0.23
C -2.879977 -2.325835 -0.882051 -0.239 -0.165 -0.006 0.18
H -5.023531 0.088558 -1.924375 0.011 -0.011 -0.013 0.21
C 0.225189 1.467319 2.646106 0.142 0.001 0.129 -0.05
H -1.387398 1.233502 1.392405 -0.012 -0.031 0.035 0.39
H 1.094996 3.765139 -3.108073 -0.040 -0.008 0.011 0.22
C -5.080063 -3.254791 -1.448163 -0.136 0.029 -0.063 -0.22
H 4.231893 2.676348 2.325105 0.059 0.009 0.006 0.44
H 2.630025 2.869864 0.528348 0.056 0.013 0.027 0.25
C -4.656140 -0.895896 -1.657257 0.196 0.110 0.029 -0.24
H -1.560208 -0.035293 -1.519257 -0.118 0.139 -0.242 0.40
H -5.730654 -4.115165 -1.537964 -0.002 0.014 0.006 0.22
C 3.380579 2.846615 -4.154287 0.192 0.165 -0.202 0.28
C 0.692588 0.701789 -1.559702 0.323 0.279 -0.713 -0.50
C -1.197322 -3.656638 -0.059187 0.026 0.165 -0.032 0.06
C 2.728739 0.808204 -2.973821 0.093 0.048 -0.034 -0.20
C -3.346463 -1.031055 -1.256265 -0.247 0.024 -0.094 0.16
H 1.386159 -1.999349 2.369967 0.045 -0.021 -0.009 0.37
H -0.314585 1.987945 3.446413 0.024 -0.007 -0.024 0.19
H -1.546054 -5.781808 0.078378 0.009 0.006 -0.002 0.23
H 2.098226 0.585619 0.294645 -0.021 0.038 -0.166 0.30
H 3.113594 3.853232 2.658657 -0.015 0.062 0.019 0.44
H -0.188789 -3.717273 0.341566 -0.008 -0.054 -0.018 0.18
```
Forces are in eV/Å.


3.
Entry from OMol25: a single C5H6O3 molecule (the ωB97M-V functional and the def2-TZVPD basis).

LUMO = 0.78 eV
HOMO-LUMO gap = 10.1620 eV
Relative energy (zero: lowest compared OMol25 entry of this formula, charge and spin) = 2.783 eV
SMILES = O=C1C[C@H]2O[C@H]2[C@H]1O

```
14
Properties=species:S:1:pos:R:3:forces:R:3:nbo_charge:R:1
H -0.680707 -1.627364 1.239240 0.467 -0.285 1.093 0.25
H -1.103224 1.891598 -0.714829 -1.590 3.752 -2.731 0.17
O 1.852497 1.505768 0.070669 0.632 -0.380 0.910 -0.69
H 1.180135 0.629781 -1.544533 -0.390 -0.037 -1.360 0.19
H 2.270167 1.111036 0.859101 -0.338 0.120 -0.497 0.48
O -1.216914 0.948495 0.999496 -1.133 -0.705 4.787 -0.45
H -2.476811 -0.423583 -0.248664 0.965 1.343 0.647 0.20
C -1.443760 -0.088640 0.075157 -1.955 -2.859 -1.457 0.04
C -0.527285 -1.289353 0.239865 -0.374 2.092 0.963 -0.56
C 0.936534 0.638944 -0.513745 -3.682 1.298 1.929 -0.01
H -0.717704 -2.144686 -0.318718 -0.643 -1.295 -1.545 0.25
C -0.758299 1.128665 -0.204096 6.349 -3.082 -3.149 0.09
O 1.836912 -1.474441 0.086095 0.627 -0.513 0.254 -0.51
C 0.848462 -0.806224 -0.025038 1.065 0.552 0.156 0.56
```
Forces are in eV/Å.


4.
Entry from OMol25: a molecular structure, C9H25FeN5O12 (the ωB97M-V functional and the def2-TZVPD basis).

LUMO (alpha / beta) = -7.25 / -7.11 eV
HOMO-LUMO gap (alpha / beta) = 5.6641 / 5.6273 eV
Net charge = +1
Multiplicity = 6

```
52
Properties=species:S:1:pos:R:3:forces:R:3:nbo_charge:R:1
H 0.356481 -3.635222 -1.055175 -1.110 -0.111 0.046 0.22
H 3.332492 -3.060458 1.205217 0.075 0.224 0.196 0.23
H 2.257513 1.916779 -3.742037 -0.050 -0.068 -0.073 0.26
H 2.512312 -1.737082 2.152330 0.009 -0.166 -0.012 0.22
H 0.483290 -1.088490 0.101455 -0.663 -0.348 -0.310 0.22
H 1.989325 -2.396449 -3.284078 -0.017 -0.508 -0.028 0.22
O -3.166480 -3.615428 0.388158 0.521 0.351 1.620 -0.40
H -1.628051 1.203824 0.428906 -0.080 -0.070 0.279 0.18
N 2.588333 4.011126 -0.989349 -2.510 3.509 -0.497 0.54
H -0.610950 -0.698327 1.476077 0.672 -0.384 0.328 0.22
N -3.056436 -3.250580 1.571520 0.620 -0.918 -0.126 0.51
H -4.395697 -2.326360 2.849180 0.412 0.401 0.187 0.25
O -0.440141 -3.979035 -2.988594 1.017 0.281 1.170 -0.25
H -1.429933 2.434468 2.520747 -0.083 0.304 -0.248 0.22
H 1.961223 -2.176960 -1.541843 0.188 -0.044 -0.006 0.21
N -2.172983 4.260698 1.702815 0.623 -0.870 -0.565 0.53
Fe -3.442971 -0.284039 -2.413157 2.937 0.093 2.793 1.58
H 1.313672 4.215458 0.673949 0.178 0.156 -0.157 0.25
C -1.149363 0.443848 -0.188659 1.624 1.433 -0.769 -0.06
N 1.899163 -3.716229 2.544309 -1.474 -2.099 1.797 0.51
H 1.341336 0.384059 -3.796987 -0.247 0.220 0.117 0.23
H -4.575694 -1.947411 1.148790 0.117 0.186 0.082 0.22
C -0.049181 -0.298924 0.631691 -1.329 -0.729 -0.333 -0.65
H 3.733080 -2.758861 2.944819 -0.146 -0.132 -0.071 0.25
H -2.211746 3.540485 3.646548 -0.051 -0.002 -0.001 0.25
H -0.645622 1.023668 -0.962064 0.213 0.280 -0.120 0.17
C 0.623568 -3.723863 -2.108226 0.584 0.400 -0.626 -0.15
C 2.272301 3.762568 0.420941 -0.534 0.412 0.332 -0.49
O -2.881218 5.234875 1.840716 0.584 -0.968 -0.208 -0.32
H -3.188746 2.469148 2.682042 -0.336 0.672 -0.741 0.24
H 1.595128 1.324772 -2.276514 -0.694 0.156 0.008 0.24
N 0.219291 2.183674 -3.709650 -1.372 -0.742 1.264 0.53
H -3.248247 -1.135790 2.010938 0.200 -0.420 0.285 0.23
O -0.835261 1.574956 -3.982948 0.766 0.321 0.034 -0.48
H 0.700236 -1.534612 -2.551182 -0.491 -0.145 0.180 0.19
C -3.844789 -2.046120 1.951368 -1.044 -0.364 -0.446 -0.48
O 0.303635 3.369014 -3.569177 -0.049 0.205 -0.392 -0.29
H 2.197964 2.678678 0.509075 0.468 0.247 0.387 0.21
O 1.780446 -4.761675 1.908659 0.733 1.392 -0.443 -0.36
O 3.165771 3.162433 -1.552890 2.093 -2.879 -1.667 -0.39
C 1.397766 1.375362 -3.347299 1.386 -0.317 -0.877 -0.50
C 1.340470 -2.405107 -2.408285 0.070 0.938 -0.202 -0.62
O 1.220423 -3.546161 3.565897 1.152 1.035 -1.236 -0.37
O -1.256375 4.112918 0.874526 -1.278 0.615 0.701 -0.41
H 0.809795 0.285860 0.960767 -0.622 0.855 0.147 0.23
H 3.082012 4.269638 0.945690 -0.095 -0.488 0.405 0.25
O -2.416096 -3.813906 2.460539 -0.842 0.851 -1.675 -0.33
O -2.148985 -0.264697 -0.867399 -2.404 -1.082 -2.159 -0.89
O 2.209554 5.052795 -1.539388 0.381 -0.888 1.247 -0.37
C -2.291595 3.087727 2.658246 0.571 0.191 1.128 -0.50
C 2.961560 -2.729930 2.175394 -0.342 -0.214 -0.261 -0.48
H 1.438420 -4.447113 -2.076407 -0.329 -0.774 -0.482 0.17
```
Forces are in eV/Å.